Record 1
# C21H45N7PPtSe4

C21H45N7PPtSe4 as an isolated structure (the ωB97M-V functional and the def2-TZVPD basis, the OMol25 dataset).

Properties
Calculated total energy = -11276.542194 a.u.
⟨S²⟩ = 6.025
Lowest unoccupied orbital energy (spin up / spin down) = -3.166 / -5.200 eV
Molar mass = 937.532 g/mol
Strongest force on any atom = 3.29 eV Å⁻¹
Charge = +1
Orbital gap (spin up / spin down) = 5.46 / 4.14 eV
Spin multiplicity = 5
Highest occupied orbital energy (spin up / spin down) = -8.63 / -9.34 eV

Cartesian coordinates (Å):
Pt  -0.7200  -1.0658  -2.1733
C  -3.5470  -1.4933  -1.0944
C  -2.5578  -2.3538  -0.2556
N  -1.3622  -2.7444  -0.9643
C  -1.4262  -4.0618  -1.7090
C  -1.0994  -3.9096  -3.2493
N  -1.4035  -2.4698  -3.6786
C  -2.7694  -2.1347  -4.2430
C  -3.3697  -0.9238  -3.5695
N  -2.9338  -0.7315  -2.1760
H  -3.9442  -0.7877  -0.3469
H  -4.3542  -2.1376  -1.4962
H  -3.0034  -3.2469  0.1485
H  -2.1729  -1.7953  0.6008
H  -0.6757  -2.7649  -0.2203
H  -2.4450  -4.3888  -1.5730
H  -0.7943  -4.8437  -1.2501
H  -1.6445  -4.6809  -3.8857
H  -0.0160  -3.9880  -3.3787
H  -0.7421  -2.2539  -4.4437
H  -3.4388  -2.9966  -4.0752
H  -2.8030  -1.9646  -5.3522
H  -4.4588  -1.0929  -3.6438
H  -3.0393  -0.0057  -4.1005
H  -2.9013  0.2912  -1.9839
Se  1.8267  -2.0730  -1.9937
Se  2.4456  -2.1056  -4.1953
Se  1.1959  -0.2687  -5.2448
Se  -0.1882  0.6630  -3.6019
N  -0.3003  -0.2212  -0.3794
P  0.3022  0.5892  0.7935
N  -0.2415  2.2063  0.6834
C  0.5643  3.2998  1.2133
C  0.9585  4.3297  0.1474
C  -0.2970  4.8119  -0.6080
C  -1.0238  3.5151  -1.1074
C  -1.4243  2.6240  0.0288
N  1.9750  0.6594  0.7943
C  2.8203  0.5292  1.9691
C  4.1643  1.2882  1.8067
C  4.9164  0.7531  0.6124
C  4.0192  0.3599  -0.6073
C  2.5837  0.9125  -0.5182
N  0.0738  0.0045  2.3597
C  -1.2181  0.3238  3.0185
C  -1.3031  -0.3293  4.4070
C  0.0350  -0.3376  5.2045
C  1.1166  -1.1364  4.3940
C  0.7261  -1.2678  2.8883
H  1.5333  3.0128  1.6883
H  -0.0223  3.8238  2.0088
H  1.6650  3.8771  -0.5887
H  1.4327  5.1458  0.6536
H  0.0120  5.3921  -1.5208
H  -1.0229  5.4584  -0.0622
H  -0.4230  2.9298  -1.7929
H  -1.8845  3.8995  -1.5834
H  -1.9395  1.8214  -0.3756
H  -2.1206  3.0282  0.7733
H  3.1216  -0.5419  2.0297
H  2.3062  0.8257  2.8837
H  4.8267  1.1285  2.6818
H  3.9127  2.3640  1.7073
H  5.6242  -0.1029  0.8589
H  5.5912  1.6118  0.2945
H  3.9748  -0.7196  -0.7191
H  4.5134  0.7515  -1.5166
H  1.9727  0.4261  -1.2794
H  2.5990  1.9819  -0.7295
H  -2.0600  -0.0739  2.3781
H  -1.3240  1.3993  3.1625
H  -1.5751  -1.3856  4.3248
H  -2.1240  0.1750  4.9433
H  -0.0722  -0.9259  6.1434
H  0.4209  0.6764  5.4098
H  1.1810  -2.1819  4.7247
H  2.1510  -0.6848  4.5232
H  0.0475  -2.1644  2.7575
H  1.5773  -1.5333  2.2694

Results of the Löwdin charge analysis, in e, for atoms 1 through 4: Pt 0.708; C -0.144; C -0.211; N -0.229

---

Record 2
# C21H46AlBr6ClFO8P2

C21H46AlBr6ClFO8P2 as an isolated structure (the ωB97M-V functional and the def2-TZVPD basis, the OMol25 dataset).

Properties
Calculated total energy = -18358.089530 a.u.
Lowest unoccupied orbital energy = -1.224 eV
Molar mass = 1049.396 g/mol
Strongest force on any atom = 8.81 eV Å⁻¹
Charge = -1
Orbital gap = 1.64 eV
Highest occupied orbital energy = -2.86 eV

Cartesian coordinates (Å):
C  3.3519  4.9855  -1.9004
C  2.7693  4.0425  -1.0096
C  2.0383  2.6503  -0.4736
P  0.1483  2.5875  -0.9030
C  -0.2391  0.9302  -1.7711
O  -1.2388  0.0874  -1.0853
C  -2.6031  0.3370  -1.5810
O  -0.7669  2.8910  0.5488
C  -0.5532  1.8495  1.5654
C  0.3951  2.3502  2.8406
C  -0.6819  3.0391  3.9194
C  1.0572  1.0756  3.6255
C  2.5762  0.6744  3.1656
C  2.6693  -0.1552  1.7415
C  3.6476  1.9137  3.1202
C  -0.2587  4.0612  -2.1017
Br  -2.2459  4.4285  -1.8280
C  -0.0934  3.6655  -3.6902
C  -0.1103  5.1125  -4.5193
Br  1.6529  2.7879  -4.1466
H  3.9877  5.7207  -2.5927
H  2.1513  2.6624  0.6961
H  2.6101  1.6682  -0.8382
H  -0.5829  1.0346  -2.8871
H  0.7716  0.3016  -1.7949
H  -2.7862  1.4944  -1.5778
H  -2.7900  -0.1854  -2.6160
H  -3.3472  -0.1720  -0.8050
H  -0.1331  0.8370  1.1562
H  -1.6254  1.6134  2.0329
H  1.1367  3.2089  2.5568
H  -1.4883  2.2077  4.1882
H  -1.2232  3.9628  3.4068
H  -0.0937  3.3298  4.8942
H  0.3699  0.1335  3.3703
H  1.0164  1.2628  4.7801
H  2.9835  -0.0808  3.9965
H  2.4933  -1.3003  2.0291
H  3.7727  -0.1338  1.2859
H  1.9453  0.2292  0.9072
H  3.2880  2.8673  2.5458
H  4.5941  1.5101  2.5159
H  4.0415  2.1184  4.2113
H  0.2833  5.0563  -1.7907
H  -1.0450  3.0718  -4.0394
H  0.1229  4.8954  -5.6515
H  0.7441  5.7691  -4.0058
H  -1.1574  5.6271  -4.3389
C  -2.6009  -2.8658  0.3974
O  -3.8994  -3.4221  0.4185
P  -4.3812  -4.2049  1.7415
O  -5.7180  -4.8664  1.6416
O  -4.2701  -3.0879  2.8986
C  -5.1121  -1.9575  2.7929
O  -3.1500  -5.1907  2.0677
C  -3.2518  -5.9810  3.2337
H  -2.6541  -1.8683  -0.0459
H  -2.1732  -2.7786  1.4004
H  -1.9523  -3.4956  -0.2157
H  -5.9040  -2.1053  2.0528
H  -4.5055  -1.0958  2.5032
H  -5.5653  -1.7632  3.7667
H  -3.8649  -5.4933  3.9970
H  -2.2476  -6.1322  3.6377
H  -3.6850  -6.9514  2.9803
Br  -4.2680  0.7809  2.2544
Al  -0.6251  -1.1177  -2.7106
Br  0.6969  -2.1319  -7.0851
C  2.3185  -3.1624  -6.7506
C  2.0680  -4.2673  -5.7512
Br  1.9792  -3.5676  -3.9327
H  3.0873  -2.4532  -6.4304
H  2.5967  -3.5780  -7.7234
H  2.9009  -4.9760  -5.7424
H  1.1363  -4.8113  -5.9299
C  2.4056  -5.3276  0.1563
O  3.4371  -5.2820  -0.8123
H  2.6883  -6.0303  0.9436
H  2.2675  -4.3341  0.5900
H  1.4779  -5.6640  -0.3134
H  3.1581  -4.6511  -1.4975
F  -3.8573  2.8937  3.3937
Cl  2.2068  4.9082  -5.0025
Br  4.0345  4.3382  -3.8723
O  1.7495  1.9892  6.4624
H  1.9218  1.6795  7.3329

Results of the Löwdin charge analysis, in e, for atoms 1 through 4: C -0.327; C -0.156; C -0.261; P 1.041